--- P ---
Here is one molecule with the formula C4H8N4 from the OMol25 dataset. Energies are from wB97M-V/def2-TZVPD.

Geometry as ORCA input:
```
! wB97M-V def2-TZVPD RIJCOSX def2/J DEFGRID3
* xyz 0 1
N 0.779 -0.726 -1.824
N -0.258 -0.692 -0.796
C -0.124 -1.693 0.273
C -0.031 -1.359 1.538
C 0.066 -0.016 1.920
C -0.098 1.009 1.077
N -0.656 0.744 -0.120
N -0.684 1.743 -1.063
H 0.387 -0.212 -2.622
H 1.461 -0.064 -1.638
H -0.037 -2.705 -0.206
H 0.050 -2.037 2.305
H 0.415 0.240 2.937
H 0.097 2.025 1.577
H 0.135 1.868 -1.649
H -1.503 1.875 -1.709
*
```

## Properties
SMILES string: NN1C=CC=CN1N

***

--- Q ---
Here is one molecule with the formula C4H8N4 from the OMol25 dataset. Energies are from wB97M-V/def2-TZVPD.

Geometry as ORCA input:
```
! wB97M-V def2-TZVPD RIJCOSX def2/J DEFGRID3
* xyz 0 1
C -0.836 -1.394 -0.752
C -0.318 -0.239 0.085
N -1.309 0.509 0.830
C 0.980 -0.410 0.919
N 2.016 -0.920 0.088
N 1.875 -0.199 -0.946
C 0.789 0.634 -0.358
N 0.758 1.992 -0.494
H -1.317 -2.128 -0.098
H -1.570 -1.028 -1.478
H -0.027 -1.882 -1.298
H -2.121 0.685 0.244
H -1.624 -0.026 1.635
H 0.978 -0.460 1.995
H 0.059 2.432 0.092
H 1.668 2.436 -0.463
*
```

## Properties
SMILES string: C[C@@]1(N)[C@H]2N=N[C@]21N

***

--- R ---
Here is a 2-piece molecular cluster, C4H8N4 overall from the OMol25 dataset. Energies are from wB97M-V/def2-TZVPD.

Geometry as ORCA input:
```
! wB97M-V def2-TZVPD RIJCOSX def2/J DEFGRID3
* xyz 0 1
C 1.825 -1.032 -0.375
C -0.681 -0.761 -0.180
C -0.749 0.746 -0.604
C -1.918 1.173 -0.073
H 0.459 0.829 0.680
H 2.468 1.526 1.174
H 2.122 -2.107 -0.922
H 0.305 -2.237 0.481
H -2.722 -1.079 -0.295
H 0.133 1.459 -1.096
H -1.917 2.262 -0.098
H -2.608 0.665 0.633
N 1.903 1.181 0.348
N 2.641 -0.043 -0.197
N 0.464 -1.224 0.269
N -1.726 -1.358 0.255
*
```

***

Short version: Q is the most stable of them.

***

--- P ---
Here is one molecule with the formula C4H8N4 from the OMol25 dataset. Energies are from wB97M-V/def2-TZVPD.

Geometry as ORCA input:
```
! wB97M-V def2-TZVPD RIJCOSX def2/J DEFGRID3
* xyz 0 1
N 3.652 -0.757 -0.705
N 2.319 -0.208 -0.526
C 1.287 -0.974 -1.066
N -0.123 -0.604 -0.770
C -0.296 0.565 -0.362
N -1.573 0.925 0.051
C -2.332 1.292 1.294
C -2.506 0.004 0.705
H 4.227 -0.431 0.305
H 3.706 -1.787 -1.067
H 1.183 -2.116 -1.586
H 0.335 1.528 -0.669
H -1.386 1.944 1.960
H -3.097 2.104 1.060
H -3.363 -0.586 0.232
H -2.031 -0.898 1.145
*
```

## Properties
SMILES string: N/N=C/N=C/N1CC1

***

--- Q ---
Here is one molecule with the formula C4H8N4 from the OMol25 dataset. Energies are from wB97M-V/def2-TZVPD.

Geometry as ORCA input:
```
! wB97M-V def2-TZVPD RIJCOSX def2/J DEFGRID3
* xyz 0 1
H 2.978 0.759 -0.900
N 2.615 -0.285 -0.636
C 1.429 -0.311 -0.121
N 1.069 -1.346 0.617
C 0.430 0.880 -0.499
C -0.200 1.593 0.712
N -0.987 0.699 -0.288
N -1.355 -0.536 0.063
C -2.488 -0.897 -0.466
H 0.130 -1.778 0.575
H 1.933 -1.874 0.864
H 0.642 1.372 -1.421
H -0.567 2.603 0.754
H 0.277 1.233 1.826
H -3.255 -0.059 -0.874
H -2.650 -2.053 -0.207
*
```

## Properties
SMILES string: [H]/N=C(/N)[C@@H]1CN1N=C

***

--- R ---
Here is one molecule with the formula C4H8N4 from the OMol25 dataset. Energies are from wB97M-V/def2-TZVPD.

Geometry as ORCA input:
```
! wB97M-V def2-TZVPD RIJCOSX def2/J DEFGRID3
* xyz 0 1
H -4.576 -1.114 -0.071
N -3.843 -0.283 0.066
C -2.620 -0.401 -0.069
N -1.873 0.809 0.018
C -0.568 0.867 -0.078
N 0.405 -0.016 0.140
N 1.692 0.698 -0.280
C 2.584 -0.088 0.715
C 2.585 -0.551 -0.628
H -2.057 -1.434 -0.032
H -2.349 1.592 -0.221
H -0.247 1.920 -0.222
H 3.401 0.409 1.152
H 2.027 -0.825 1.322
H 3.350 -0.137 -1.124
H 2.087 -1.447 -0.689
*
```

## Properties
SMILES string: [H]/N=C/N/C=N/N1CC1

***

Short version: R is the most stable of them.

***

--- P ---
Here is one molecule with the formula C4H8N4 from the OMol25 dataset. Energies are from wB97M-V/def2-TZVPD.

Geometry as ORCA input:
```
! wB97M-V def2-TZVPD RIJCOSX def2/J DEFGRID3
* xyz 0 1
H -2.074 -1.652 -0.225
N -2.365 -0.638 0.088
C -1.202 -0.012 0.063
N -0.957 1.436 0.061
N 0.455 1.666 -0.491
C 0.637 0.371 -1.043
C 1.038 -1.160 -0.523
C 0.069 -0.617 0.342
N 0.874 0.278 1.346
H -1.697 1.903 -0.360
H 0.953 1.717 0.407
H -0.094 0.235 -1.873
H 0.662 -1.927 -1.322
H 2.155 -1.478 -0.299
H 1.612 -0.457 1.695
H -0.064 0.334 2.135
*
```

## Properties
SMILES string: [H]/N=C1/NN[C@H]2C[C@]12N

***

--- Q ---
Here is a 3-piece molecular cluster, C4H8N4 overall from the OMol25 dataset. Energies are from wB97M-V/def2-TZVPD.

Geometry as ORCA input:
```
! wB97M-V def2-TZVPD RIJCOSX def2/J DEFGRID3
* xyz 0 1
C 1.060 -0.410 0.991
C -0.095 -1.018 0.815
C -0.922 -0.388 -0.192
C 0.799 0.829 0.339
H 1.954 -1.174 2.473
H 2.263 0.646 1.967
H -0.163 -2.083 1.188
H -1.899 -2.196 -0.810
H -2.918 0.098 -1.281
H -0.952 0.923 -2.304
H -1.887 1.757 -1.284
H 1.512 1.553 -0.241
N 2.304 -0.604 1.781
N -1.763 -0.743 -1.416
N -0.207 0.708 -0.467
N -0.757 1.555 -1.529
*
```

***

Short version: P is the most stable of them.